# 1
130
Properties=species:S:1:pos:R:3 method="wB97M-V/def2-TZVPD" lumo_energy_ev=-3.85 spin_multiplicity=1 homo_lumo_gap_ev=6.9 charge=+1
C -2.75 -4.37 3.58
C -2.59 -4.35 2.40
N -2.22 -4.41 1.10
C -2.02 -3.32 0.38
P -2.15 -1.57 0.91
C -2.35 -0.73 -0.71
C -3.86 -1.51 1.62
N -1.69 -3.65 -0.85
C -1.72 -4.98 -0.86
N -1.45 -5.64 -2.02
I -1.43 -7.63 -2.42
C -1.13 -4.84 -3.07
C -0.69 -4.17 -3.92
N -2.02 -5.52 0.32
C -2.17 -6.84 0.89
C -3.56 -7.47 0.53
C -4.56 -6.45 -0.02
C -5.98 -6.99 -0.14
C -6.84 -5.90 -0.84
O -8.07 -5.68 -0.22
C -7.98 -4.82 0.90
H -2.80 -4.42 4.63
H -3.22 -1.13 -1.25
H -2.57 0.32 -0.53
H -1.49 -0.87 -1.35
H -3.84 -1.34 2.69
H -4.43 -0.71 1.15
H -4.41 -2.43 1.40
H -0.18 -3.72 -4.72
H -1.36 -7.48 0.58
H -2.13 -6.83 1.97
H -3.44 -8.33 -0.12
H -3.98 -7.86 1.45
H -4.58 -5.56 0.60
H -4.24 -6.20 -1.03
H -5.98 -7.90 -0.72
H -6.45 -7.17 0.83
H -6.94 -6.16 -1.89
H -6.25 -4.97 -0.84
H -7.08 -4.20 0.90
H -8.83 -4.14 0.87
H -8.04 -5.41 1.82
Br 2.02 -0.74 -2.72
C 2.81 -1.95 -1.42
C 3.14 -3.28 -2.03
Br 1.52 -4.33 -2.27
H 2.11 -2.03 -0.59
H 3.71 -1.45 -1.07
H 3.78 -3.86 -1.36
H 3.62 -3.20 -3.00
Br 6.30 -1.42 -0.78
C 6.11 0.43 -1.37
C 7.18 1.30 -0.76
Br 6.79 1.69 1.10
H 5.11 0.75 -1.11
H 6.21 0.40 -2.45
H 7.21 2.27 -1.25
H 8.16 0.85 -0.78
Br 3.95 4.57 1.30
C 3.76 4.06 3.16
C 3.54 2.57 3.31
Br 1.72 2.06 2.83
H 2.94 4.65 3.57
H 4.69 4.35 3.64
H 3.66 2.27 4.34
H 4.21 1.99 2.68
Br 9.26 9.29 -0.92
C 7.47 8.55 -0.82
C 7.45 7.26 -0.04
Br 8.14 5.79 -1.11
H 7.11 8.44 -1.83
H 6.87 9.31 -0.31
H 6.42 6.98 0.21
H 8.04 7.30 0.87
Br 9.88 6.55 -4.49
C 8.60 5.15 -4.94
C 7.40 5.72 -5.65
Br 6.19 6.62 -4.41
H 8.35 4.65 -4.01
H 9.14 4.47 -5.59
H 6.81 4.92 -6.09
H 7.66 6.44 -6.41
Br 10.54 4.12 1.74
C 11.29 2.79 2.96
C 11.54 1.47 2.27
Br 9.91 0.44 2.00
H 10.60 2.72 3.80
H 12.23 3.22 3.29
H 12.16 0.84 2.90
H 12.00 1.59 1.30
Br 2.96 8.20 -0.14
C 3.01 9.18 1.55
C 3.03 8.24 2.72
Br 1.27 7.47 3.06
H 2.16 9.85 1.54
H 3.93 9.76 1.52
H 3.28 8.77 3.63
H 3.71 7.41 2.58
Br -2.13 1.65 3.05
C -2.36 1.46 4.97
C -2.76 0.06 5.35
Br -4.65 -0.26 4.96
H -3.08 2.21 5.28
H -1.38 1.70 5.40
H -2.67 -0.09 6.42
H -2.20 -0.70 4.82
Br -9.08 -3.24 -2.72
C -10.15 -4.87 -2.88
C -11.41 -4.63 -3.67
Br -12.74 -3.70 -2.60
H -10.33 -5.22 -1.87
H -9.50 -5.58 -3.40
H -11.87 -5.57 -3.94
H -11.24 -4.03 -4.56
Br -8.27 -0.61 3.63
C -9.51 -2.10 3.44
C -10.69 -1.73 2.59
Br -11.96 -0.62 3.56
H -9.79 -2.40 4.45
H -8.93 -2.89 2.98
H -11.25 -2.62 2.30
H -10.41 -1.18 1.69
Br 1.01 3.03 -6.23
C 0.60 3.85 -4.51
C 0.45 5.34 -4.63
Br 2.18 6.22 -4.78
H 1.39 3.56 -3.83
H -0.34 3.40 -4.20
H 0.01 5.75 -3.72
H -0.13 5.65 -5.48

=====

# 2
113
Properties=species:S:1:pos:R:3 method="wB97M-V/def2-TZVPD" lumo_energy_ev=0.35 smiles=CCCCCCCCCCCCCCCCCCCC[Si@](F)(Br)Cc1ccccc1C.ClCCCl.ClCCCl.ClCCCl.ClCCCl spin_multiplicity=1 homo_lumo_gap_ev=9.1 charge=0
C -0.29 5.32 1.41
C -1.15 4.28 0.66
C -2.37 3.92 1.50
C -2.26 2.67 2.43
C -0.86 2.10 2.73
C -0.86 1.51 4.15
C -1.67 0.22 4.27
C -0.96 -1.08 3.88
C -0.23 -1.74 5.06
C -0.24 -3.27 4.95
C 0.41 -3.89 3.73
C 1.93 -3.69 3.59
C 2.40 -3.61 2.13
C 3.28 -2.43 1.84
C 3.73 -2.41 0.38
C 5.24 -2.65 0.26
C 5.73 -2.94 -1.14
C 5.53 -1.77 -2.11
C 4.15 -1.73 -2.78
C 4.16 -2.17 -4.26
Si 3.09 -0.98 -5.20
F 2.88 -1.53 -6.66
Br 4.22 0.96 -5.24
C 1.48 -0.77 -4.27
C 0.21 -0.60 -5.06
C -0.75 -1.56 -4.90
C -1.95 -1.49 -5.52
C -2.24 -0.43 -6.33
C -1.27 0.50 -6.52
C -0.07 0.45 -5.90
C 0.91 1.55 -6.12
H -0.70 5.53 2.38
H -0.16 6.22 0.84
H 0.69 4.89 1.61
H -1.52 4.80 -0.21
H -0.58 3.43 0.33
H -3.18 3.70 0.82
H -2.70 4.77 2.07
H -2.76 2.92 3.36
H -2.83 1.87 1.99
H -0.70 1.28 2.04
H -0.07 2.83 2.72
H -1.30 2.24 4.81
H 0.16 1.34 4.46
H -1.93 0.13 5.32
H -2.61 0.31 3.74
H -1.71 -1.77 3.52
H -0.21 -0.86 3.12
H 0.77 -1.35 5.19
H -0.79 -1.51 5.96
H 0.23 -3.66 5.85
H -1.28 -3.57 5.00
H 0.26 -4.96 3.72
H -0.05 -3.52 2.83
H 2.39 -4.56 4.03
H 2.29 -2.85 4.15
H 2.96 -4.52 1.91
H 1.53 -3.62 1.49
H 2.74 -1.52 2.07
H 4.16 -2.52 2.47
H 3.24 -3.19 -0.19
H 3.51 -1.44 -0.05
H 5.78 -1.84 0.72
H 5.46 -3.52 0.88
H 6.80 -3.12 -1.08
H 5.28 -3.86 -1.50
H 6.29 -1.84 -2.88
H 5.72 -0.86 -1.56
H 3.80 -0.71 -2.70
H 3.47 -2.33 -2.20
H 5.15 -2.25 -4.66
H 3.64 -3.12 -4.31
H 1.58 0.02 -3.53
H 1.37 -1.69 -3.70
H -0.54 -2.39 -4.25
H -2.68 -2.25 -5.34
H -3.19 -0.36 -6.82
H -1.51 1.31 -7.19
H 0.40 2.44 -6.48
H 1.67 1.26 -6.83
H 1.36 1.83 -5.18
Cl -6.94 -2.44 -5.31
C -6.46 -3.09 -6.90
C -5.22 -2.42 -7.43
Cl -5.51 -0.72 -7.87
H -7.30 -2.97 -7.58
H -6.27 -4.15 -6.77
H -4.89 -2.93 -8.34
H -4.41 -2.45 -6.71
Cl 4.79 4.04 2.33
C 4.05 5.65 2.36
C 3.87 6.16 3.76
Cl 2.64 5.23 4.65
H 3.10 5.59 1.83
H 4.71 6.32 1.81
H 3.53 7.19 3.73
H 4.79 6.11 4.33
Cl -2.25 0.77 8.21
C -3.93 0.23 8.41
C -4.03 -1.27 8.59
Cl -3.59 -2.14 7.10
H -4.50 0.56 7.55
H -4.32 0.73 9.30
H -5.05 -1.54 8.84
H -3.37 -1.61 9.39
Cl -4.80 3.99 -4.39
C -5.09 2.68 -3.21
C -3.82 2.00 -2.79
Cl -3.09 1.06 -4.13
H -5.79 1.98 -3.66
H -5.57 3.14 -2.35
H -4.03 1.30 -1.99
H -3.08 2.71 -2.45